*a*
The following is a quantum chemistry calculation of one molecule with the formula C6H10N2, from the Open Molecules 2025 dataset.

Properties
frontier orbital gap	9.510	eV
SMILES string	C[C@@]12CCC=NN1C2

The geometry in ORCA input format:
```
! RIJCOSX wB97M-V def2-TZVPD def2/J DEFGRID3
* xyz 0 1
C 2.196 0.004 -0.454
C 0.706 -0.199 -0.144
C -0.104 1.159 -0.217
C -1.546 0.847 0.226
C -2.046 -0.451 -0.357
C 0.393 -1.179 0.912
H 2.330 0.519 -1.412
H 2.675 0.491 0.414
H 2.745 -0.950 -0.674
H -0.085 1.430 -1.300
H 0.273 2.032 0.373
H -1.660 0.806 1.344
H -2.236 1.592 -0.173
H -3.125 -0.471 -0.442
H -0.356 -0.869 1.627
H 1.180 -1.790 1.368
N -1.375 -1.525 -0.673
N 0.035 -1.448 -0.417
*
```

*b*
The following is a quantum chemistry calculation of C6H10N2 as an isolated structure, from the Open Molecules 2025 dataset.

Properties
frontier orbital gap	9.390	eV

The geometry in ORCA input format:
```
! RIJCOSX wB97M-V def2-TZVPD def2/J DEFGRID3
* xyz 0 1
C -1.977 -0.564 -0.413
C -0.543 0.698 -0.217
C 0.899 0.998 0.211
C 1.416 -0.202 0.998
C 1.125 -0.832 -0.390
C -0.504 -0.701 -0.101
H -2.762 -1.224 -0.250
H -2.144 -0.082 -1.425
H -2.213 0.316 1.242
H -0.750 1.339 -1.044
H 0.919 2.198 -0.051
H 1.044 -0.564 2.031
H 2.480 -0.236 1.073
H 1.598 -1.746 -0.725
H 2.430 0.560 -1.124
H -0.392 -0.966 0.917
N -1.959 0.683 0.358
N 1.331 0.326 -1.089
*
```

*c*
The following is a quantum chemistry calculation of one molecule with the formula C6H10N2, from the Open Molecules 2025 dataset.

Properties
frontier orbital gap	10.354	eV
SMILES string	C[C@@H]1N[C@H](C)[C@H]1C#N

The geometry in ORCA input format:
```
! RIJCOSX wB97M-V def2-TZVPD def2/J DEFGRID3
* xyz 0 1
C -1.357 -1.940 -0.525
C -0.933 -0.404 -0.477
C 0.829 0.676 -0.657
C 2.262 0.134 -0.785
C 0.090 0.096 0.550
C -0.430 0.902 1.671
H -2.019 -1.928 -1.438
H -0.619 -2.683 -0.793
H -1.814 -2.177 0.406
H -1.807 0.189 -0.184
H 0.281 -0.813 -1.994
H 0.613 1.723 -0.732
H 2.696 0.525 -1.677
H 2.795 0.559 0.048
H 2.138 -0.971 -0.711
H 0.807 -0.611 0.856
N -0.108 0.041 -1.643
N -0.726 1.302 2.724
*
```

Order of stability, best first: *c*, *a*, *b*